Entry 1
9
Properties=species:S:1:pos:R:3 method="wB97M-V/def2-TZVPD" homo_energy_ev=-9.7820
H 0.80317 -1.43377 -2.36929
N 0.13339 -1.12638 -1.67468
C 0.38575 -0.51024 -0.62078
I 2.23409 -0.65392 0.51626
C -0.57761 0.52702 0.02674
N -0.70725 0.55047 1.37556
O -1.17891 1.25925 -0.73724
H 0.14660 0.13227 1.70524
H -1.23924 1.25530 1.77820

Entry 2
9
Properties=species:S:1:pos:R:3 method="wB97M-V/def2-TZVPD" homo_energy_ev="-8.7162 / -8.6063"
C 0.16059 -2.96029 -0.04935
C -0.39988 2.05837 0.61499
N -0.58251 -3.25849 -0.88790
N -0.39674 0.47629 -1.04385
O -0.90750 1.40959 -0.30202
I 1.51670 -0.10344 -0.75087
H 0.81407 -2.59278 0.75006
H -0.96173 2.84286 1.10116
H 0.75699 2.12789 0.56779

Stability comparison, relative energies in kcal/mol: entry 1 0.0; entry 2 125.0

Entry 1
15
Properties=species:S:1:pos:R:3 method="wB97M-V/def2-TZVPD" charge=-1 smiles=[O-]CCCCS homo_energy_ev=-2.3729
O 3.31900 -0.14932 0.43627
C 2.17535 0.17826 -0.17855
C 0.91057 -0.12878 0.58613
C -0.35888 -0.11670 -0.25115
C -1.69663 -0.10362 0.43055
S -3.23250 0.01452 -0.59423
H 1.90543 -0.14495 -1.23635
H 2.10150 1.39395 -0.47406
H 0.95108 -0.95327 1.32102
H 0.89480 0.75053 1.41190
H -0.21638 0.75306 -0.89956
H -0.33821 -0.90024 -1.04981
H -1.73204 0.74926 1.02735
H -1.89397 -0.89043 1.18477
H -2.78912 -0.45227 -1.71427

Entry 2
15
Properties=species:S:1:pos:R:3 method="wB97M-V/def2-TZVPD" charge=-1 homo_energy_ev=-2.8314
C -1.32051 1.32897 1.73828
C -1.28081 1.04476 0.43834
O -1.13705 -0.22002 -0.03078
C -1.35784 2.07374 -0.64570
H -1.42656 2.35175 2.07756
H -1.21581 0.53081 2.46405
H -0.13932 -0.49642 0.12188
H -1.73433 3.02865 -0.28178
H -0.35948 2.21715 -1.06714
H -2.00999 1.70061 -1.43345
C 1.38398 -2.25642 -1.09954
S 1.71104 -1.02866 0.21705
H 1.77426 -1.90898 -2.05739
H 1.84408 -3.22197 -0.87467
H 0.31331 -2.42566 -1.21148

Stability comparison, relative energies in kcal/mol: entry 1 42.2; entry 2 0.0

Entry 1
83
Properties=species:S:1:pos:R:3 method="wB97M-V/def2-TZVPD" charge=-2 spin_multiplicity=2 homo_energy_ev="-2.2539 / -2.2501"
Mn -0.81670 0.09463 -0.06353
C -1.19838 3.12072 2.91053
C -1.62242 2.01691 1.98341
O -0.82239 1.69109 1.08780
C -2.92320 1.40636 2.14795
C -3.75372 1.86694 3.18702
C -5.00542 1.35509 3.41082
C -5.46952 0.33170 2.57078
C -4.69666 -0.15052 1.55449
C -3.38360 0.34839 1.30144
O -2.72947 -0.14148 0.31442
H -0.22015 3.47607 2.61157
H -1.13687 2.74284 3.93079
H -1.90808 3.94620 2.90082
H -3.38371 2.64750 3.83437
H -5.61572 1.72496 4.22368
H -6.45515 -0.09088 2.73505
H -5.03896 -0.95078 0.91137
O 2.25554 -0.11628 -2.61087
C 1.29192 0.21045 -1.91835
O 1.12834 0.01448 -0.67233
C 0.12470 0.93573 -2.58898
C 0.21115 1.32002 -3.94218
C -0.83132 2.00190 -4.49507
C -1.94536 2.34246 -3.68972
C -3.03189 3.09635 -4.18639
C -4.07403 3.44290 -3.36854
C -4.06387 3.05372 -2.01930
C -3.02909 2.31000 -1.51410
C -1.95305 1.92870 -2.34570
N -0.92422 1.18950 -1.82544
H 1.10788 1.05114 -4.47935
H -0.81760 2.30899 -5.53415
H -3.01451 3.40259 -5.22583
H -4.90060 4.02627 -3.75334
H -4.87819 3.34541 -1.36886
H -3.01149 2.00770 -0.47713
O -0.93486 -1.64268 -1.24560
S -1.23094 -3.03138 -0.75242
C -1.13456 -4.00715 -2.26166
C -1.66986 -5.28727 -2.26911
C -1.58117 -6.05162 -3.42041
C -0.96850 -5.52932 -4.55200
C -0.44603 -4.24266 -4.53414
C -0.52779 -3.46949 -3.38806
C 0.27290 -3.68088 -0.02834
C 1.49604 -3.11637 -0.35372
C 2.63735 -3.64564 0.22456
C 2.54669 -4.72014 1.09716
C 1.31292 -5.26384 1.41621
C 0.15960 -4.73293 0.86131
H -2.14666 -5.68082 -1.38069
H -1.99322 -7.05248 -3.43626
H -0.90056 -6.12728 -5.45206
H 0.03328 -3.83710 -5.41553
H -0.12595 -2.46535 -3.35071
H 1.54847 -2.24882 -0.99417
H 3.59822 -3.19908 0.00485
H 3.44307 -5.11542 1.55773
H 1.24220 -6.07034 2.13425
H -0.81546 -5.09239 1.15697
F -1.89707 -2.81289 2.34830
B -0.95945 -1.86557 2.75335
F -0.50522 -1.16946 1.56593
F 0.15543 -2.48469 3.30575
F -1.51060 -0.95212 3.62125
N 1.89287 0.62212 2.21648
C 2.14688 1.84050 2.76519
C 2.39920 2.95512 1.94883
C 2.57515 4.20640 2.50705
C 2.50363 4.39724 3.88258
C 2.26048 3.30217 4.69031
C 2.08824 2.03730 4.14930
S 2.74771 6.03109 4.57618
O 2.35729 5.90474 5.97825
O 1.87679 6.90164 3.79002
O 4.16878 6.31198 4.38487
H 1.80884 -0.17984 2.81712
H 2.13316 0.44146 1.25532
H 2.42326 2.82370 0.87249
H 2.75258 5.06482 1.87116
H 2.19691 3.45913 5.75976
H 1.87958 1.19163 4.79613

Entry 2
83
Properties=species:S:1:pos:R:3 method="wB97M-V/def2-TZVPD" charge=-2 spin_multiplicity=2 homo_energy_ev=-3.2449
Mn 0.07592 0.09499 0.00887
C 0.92879 -4.42470 1.28094
C 1.05357 -2.91287 1.38726
O 0.45681 -2.23406 0.54935
C 1.82604 -2.35643 2.47153
C 2.71821 -3.12853 3.22889
C 3.37425 -2.61120 4.31528
C 3.13822 -1.28300 4.68849
C 2.28682 -0.49235 3.97015
C 1.62304 -0.97381 2.80886
O 0.83430 -0.21754 2.14956
H 0.08832 -4.64335 0.62684
H 0.75699 -4.86685 2.25778
H 1.82838 -4.85013 0.83743
H 2.90453 -4.15255 2.93473
H 4.07264 -3.21630 4.87812
H 3.65003 -0.87747 5.54948
H 2.11609 0.53944 4.23574
O -3.53138 -0.92045 -1.98573
C -2.44688 -0.42530 -1.68190
O -1.50423 -0.98677 -1.05616
C -2.15445 1.00676 -2.13608
C -3.00591 1.59793 -3.08758
C -2.73455 2.85512 -3.54462
C -1.60853 3.53061 -3.03045
C -1.25441 4.82687 -3.44354
C -0.15373 5.44943 -2.92049
C 0.60974 4.81433 -1.93258
C 0.28523 3.55613 -1.50127
C -0.81631 2.87091 -2.04700
N -1.10294 1.61614 -1.62179
H -3.85761 1.02542 -3.41781
H -3.35789 3.34677 -4.28114
H -1.86897 5.31886 -4.18559
H 0.13345 6.43030 -3.27420
H 1.46609 5.31752 -1.51229
H 0.86465 3.06787 -0.73919
O -1.46246 0.88935 1.50318
S -1.07075 0.87604 2.92610
C -1.17751 -0.84732 3.50561
C -0.63127 -1.18662 4.73259
C -0.61674 -2.51257 5.12850
C -1.12767 -3.49047 4.28955
C -1.66576 -3.14052 3.06041
C -1.69751 -1.81402 2.66509
C -2.72367 1.07672 3.73837
C -3.87319 0.80876 3.01515
C -5.10217 0.78558 3.65058
C -5.18543 1.03944 5.01063
C -4.03653 1.33266 5.72752
C -2.80732 1.35418 5.09219
H -0.19678 -0.42460 5.36517
H -0.16537 -2.78139 6.07415
H -1.08790 -4.52913 4.58788
H -2.05376 -3.90288 2.40119
H -2.05598 -1.52342 1.68553
H -3.77781 0.61937 1.95591
H -5.99697 0.56074 3.08669
H -6.14331 1.00228 5.51197
H -4.10189 1.53873 6.78647
H -1.90904 1.58271 5.64613
F 3.21970 1.85444 2.09266
B 2.29874 2.34434 1.21270
F 1.96365 1.32425 0.21638
F 2.79398 3.43263 0.54161
F 1.11778 2.66215 1.85409
N 1.61763 -1.13038 -1.70294
C 2.59099 -1.32172 -2.69470
C 3.93491 -1.05936 -2.42550
C 4.89713 -1.33135 -3.38328
C 4.52903 -1.85642 -4.60358
C 3.20048 -2.07804 -4.89810
C 2.22985 -1.81185 -3.94850
S 5.79624 -2.31558 -5.80982
O 5.23252 -3.46106 -6.52685
O 6.97907 -2.64488 -5.01292
O 5.96636 -1.13018 -6.64947
H 0.80789 -1.73287 -1.83647
H 2.01675 -1.23068 -0.77223
H 4.20923 -0.66369 -1.45678
H 5.94781 -1.17238 -3.19136
H 2.94995 -2.49048 -5.86320
H 1.18475 -2.00582 -4.14899

Stability comparison, relative energies in kcal/mol: entry 1 0.0; entry 2 57.4